# 1
Entry from the Open Molecules 2025 dataset: a 9-piece molecular cluster, C13H40O9 overall (ωB97M-V with the def2-TZVPD basis set).

The LUMO energy is 0.454 eV. Its SMILES is CC(C)=O.CC(C)=O.CO.CO.CO.CO.CO.CO.CO. Its energy above the lowest of the compared OMol25 structures with the same formula, charge and spin is 2.672 eV.

Geometry as ORCA input:
```
! RIJCOSX wB97M-V def2-TZVPD def2/J DEFGRID3
* xyz 0 1
C -3.29 -3.73 1.59
C -2.06 -2.89 1.38
C -0.94 -3.09 2.37
O -1.93 -2.11 0.47
H -4.17 -3.23 1.22
H -3.46 -4.15 2.58
H -3.11 -4.64 1.00
H -0.90 -4.09 2.80
H -1.18 -2.36 3.15
H 0.06 -2.89 1.99
C -1.75 3.04 -0.85
C -1.61 4.36 -0.13
C -2.86 5.13 0.17
O -0.52 4.79 0.14
H -1.83 3.22 -1.92
H -2.71 2.62 -0.53
H -0.89 2.39 -0.70
H -3.62 5.00 -0.60
H -2.62 6.19 0.26
H -3.35 4.85 1.10
C -1.52 1.21 2.27
O -1.21 0.29 3.28
H -1.63 0.70 1.30
H -2.45 1.76 2.39
H -0.72 1.94 2.12
H -0.25 0.13 3.25
C 4.52 1.17 -1.66
O 3.33 1.87 -1.27
H 4.36 0.81 -2.68
H 5.33 1.90 -1.68
H 4.78 0.37 -0.96
H 2.59 1.43 -1.69
C -2.06 -1.65 -2.94
O -1.94 -0.68 -1.91
H -1.93 -1.14 -3.89
H -1.27 -2.40 -2.87
H -3.07 -2.06 -2.94
H -2.29 -1.07 -1.09
C 2.49 -0.89 2.94
O 1.75 0.21 3.44
H 2.94 -1.48 3.73
H 1.81 -1.48 2.33
H 3.27 -0.54 2.26
H 2.26 1.00 3.59
C 0.84 -0.59 -0.56
O 0.75 0.44 -1.52
H 0.67 -1.61 -0.90
H 1.79 -0.54 -0.03
H 0.07 -0.40 0.21
H -0.15 0.42 -1.88
C 2.62 -4.30 0.35
O 1.78 -4.80 1.38
H 2.16 -3.43 -0.11
H 3.61 -3.95 0.68
H 2.86 -5.08 -0.38
H 2.28 -4.76 2.20
C 0.76 3.50 -3.60
O 0.11 2.33 -4.15
H 0.13 4.35 -3.83
H 0.92 3.38 -2.53
H 1.73 3.62 -4.10
H 0.72 1.60 -4.03
*
```

***

# 2
Entry from the Open Molecules 2025 dataset: a 2-piece molecular cluster, C5H4N2O4P overall (ωB97M-V with the def2-TZVPD basis set).

The LUMO energy (alpha / beta) is 3.126 / 3.126 eV. Its energy above the lowest of the compared OMol25 structures with the same formula, charge and spin is 0.822 eV.

Geometry as ORCA input:
```
! RIJCOSX wB97M-V def2-TZVPD def2/J DEFGRID3
* xyz -1 1
C -0.39 1.59 -0.89
C 0.66 2.31 -0.28
C -0.97 0.49 -0.28
C 1.15 1.74 0.89
C -0.32 0.07 0.83
N 0.75 0.58 1.36
N 0.25 -2.34 -1.13
O 0.98 -1.82 -1.98
O -2.10 -2.14 0.95
O -0.08 -3.51 -1.19
O 0.13 -2.35 2.34
P -0.67 -1.68 1.27
H -0.86 1.90 -1.85
H 1.10 3.22 -0.71
H -1.74 -0.15 -0.74
H 2.10 2.09 1.41
*
```

***

# 3
Entry from the Open Molecules 2025 dataset: C4H7NOS2 as an isolated structure (ωB97M-V with the def2-TZVPD basis set).

The LUMO energy (alpha / beta) is 0.659 / -3.362 eV. The expectation value of S² is 2.008. Its energy above the lowest of the compared OMol25 structures with the same formula, charge and spin is 0.688 eV.

Geometry as ORCA input:
```
! RIJCOSX wB97M-V def2-TZVPD def2/J DEFGRID3
* xyz 0 3
C 0.42 -0.97 -1.24
C -0.10 0.16 0.90
C 0.56 1.12 -0.15
C -0.90 -0.82 0.13
N 0.97 0.27 -1.23
O 0.70 -1.97 -1.83
S -1.11 -2.40 0.94
S -2.51 -0.27 -0.41
H 0.65 -0.45 1.53
H -0.43 0.78 1.74
H -0.08 1.95 -0.49
H 1.52 1.63 0.22
H 1.67 0.49 -1.95
H -0.05 -2.94 0.31
H -2.21 0.53 -1.45
*
```

***

# 4
Entry from the Open Molecules 2025 dataset: one molecule with the formula C5H6O (ωB97M-V with the def2-TZVPD basis set).

The LUMO energy is 0.856 eV. Its SMILES is C#C[C@H](O)C=C. Its energy above the lowest of the compared OMol25 structures with the same formula, charge and spin is 4.362 eV.

Geometry as ORCA input:
```
! RIJCOSX wB97M-V def2-TZVPD def2/J DEFGRID3
* xyz 0 1
C 2.75 0.02 0.29
C 1.62 0.12 -0.12
C 0.29 0.00 -0.75
O -0.46 1.12 -1.13
C -0.82 -0.66 0.19
C -1.55 0.20 0.92
H 3.76 -0.06 0.63
H 0.44 -0.61 -1.64
H -1.31 0.41 -0.98
H -1.00 -1.73 0.22
H -1.33 1.27 0.81
H -2.38 -0.08 1.55
*
```

***

# 5
Entry from the Open Molecules 2025 dataset: F5Li5 as an isolated structure (ωB97M-V with the def2-TZVPD basis set).

The LUMO energy is -1.301 eV. Its energy above the lowest of the compared OMol25 structures with the same formula, charge and spin is 1.217 eV.

Geometry as ORCA input:
```
! RIJCOSX wB97M-V def2-TZVPD def2/J DEFGRID3
* xyz 0 1
Li 10.30 12.58 10.03
Li 10.98 17.23 13.13
Li 11.83 16.60 8.66
Li 10.14 14.27 13.76
Li 10.90 15.14 11.01
F 10.61 13.25 11.96
F 12.44 14.37 10.02
F 12.33 15.56 12.87
F 11.28 17.08 10.70
F 8.96 15.00 10.32
*
```

***

# 6
Entry from the Open Molecules 2025 dataset: a 9-piece molecular cluster, H18O9 overall (ωB97M-V with the def2-TZVPD basis set).

The LUMO energy is -0.345 eV. Its SMILES is O.O.O.O.O.O.O.O.O. Its energy above the lowest of the compared OMol25 structures with the same formula, charge and spin is 3.142 eV.

Geometry as ORCA input:
```
! RIJCOSX wB97M-V def2-TZVPD def2/J DEFGRID3
* xyz 0 1
O -2.30 -1.64 -2.82
H -1.91 -1.89 -1.98
H -1.72 -2.18 -3.39
O -4.09 -0.18 0.83
H -3.35 -0.83 0.80
H -4.89 -0.54 0.43
O 3.44 1.51 0.66
H 2.94 0.75 0.99
H 4.27 1.09 0.42
O 0.68 2.67 -1.48
H 0.91 1.75 -1.55
H 0.82 3.24 -0.73
O 0.52 -2.60 2.78
H 1.18 -1.95 2.50
H -0.27 -2.15 2.43
O -2.61 1.66 -0.99
H -2.12 2.47 -0.83
H -3.35 1.62 -0.37
O -0.12 -0.76 0.28
H 0.59 -1.28 -0.09
H -0.74 -0.52 -0.42
O 2.24 -2.33 -0.88
H 2.65 -2.59 -0.05
H 2.83 -2.42 -1.63
O 1.06 2.49 1.72
H 1.65 2.42 0.96
H 1.69 2.18 2.40
*
```

***

# 7
Entry from the Open Molecules 2025 dataset: C36H50BCuN7 as an isolated structure (ωB97M-V with the def2-TZVPD basis set).

The LUMO energy is 2.639 eV. Its energy above the lowest of the compared OMol25 structures with the same formula, charge and spin is 0.513 eV.

Geometry as ORCA input:
```
! RIJCOSX wB97M-V def2-TZVPD def2/J DEFGRID3
* xyz -1 1
Cu 0.53 -0.96 0.22
C 0.34 3.99 2.60
C 0.13 3.59 1.18
C -0.83 3.98 0.27
C -0.56 3.21 -0.88
N 0.48 2.42 -0.68
N 0.91 2.66 0.58
B 2.02 1.80 1.23
N 2.77 1.07 0.11
N 2.33 -0.05 -0.52
C 3.14 -0.25 -1.56
C 4.11 0.77 -1.61
C 3.83 1.59 -0.54
C 4.50 2.86 -0.13
C 3.07 -1.43 -2.51
C 3.93 -1.14 -3.74
C 3.63 -2.67 -1.80
C 1.64 -1.70 -2.96
N 1.35 0.85 2.25
N 0.18 0.25 1.92
C -0.42 -0.09 3.06
C 0.41 0.25 4.15
C 1.52 0.85 3.59
C 2.71 1.44 4.27
C -1.80 -0.69 3.08
C -2.59 -0.22 1.86
C -2.53 -0.22 4.35
C -1.72 -2.22 3.11
C -1.35 3.14 -2.16
C -2.67 2.40 -1.88
C -1.66 4.55 -2.67
C -0.56 2.38 -3.23
H -0.27 4.86 2.84
H 1.39 4.24 2.79
H 0.06 3.19 3.28
H -1.61 4.71 0.43
H 2.79 2.49 1.83
H 4.89 0.91 -2.33
H 5.30 3.08 -0.84
H 4.93 2.79 0.87
H 3.80 3.69 -0.13
H 4.98 -1.02 -3.48
H 3.60 -0.23 -4.25
H 3.85 -1.98 -4.44
H 4.66 -2.50 -1.48
H 3.62 -3.53 -2.48
H 3.03 -2.92 -0.93
H 1.19 -0.81 -3.39
H 1.03 -2.04 -2.12
H 1.63 -2.49 -3.72
H 0.22 0.11 5.20
H 2.70 1.14 5.32
H 2.70 2.53 4.22
H 3.64 1.09 3.82
H -2.65 0.87 1.83
H -3.60 -0.64 1.88
H -2.11 -0.55 0.94
H -2.58 0.87 4.39
H -2.02 -0.57 5.25
H -3.54 -0.62 4.36
H -1.21 -2.60 2.22
H -2.73 -2.65 3.14
H -1.17 -2.56 3.99
H -3.26 2.93 -1.13
H -2.46 1.40 -1.49
H -3.27 2.31 -2.79
H -2.24 5.12 -1.93
H -2.24 4.51 -3.59
H -0.74 5.10 -2.86
H -0.28 1.39 -2.86
H 0.36 2.90 -3.48
H -1.17 2.27 -4.14
N -1.59 -1.22 -2.40
C -2.70 -1.62 -1.64
C -3.95 -1.04 -1.88
C -5.08 -1.44 -1.18
C -4.98 -2.44 -0.23
C -3.74 -3.03 0.00
C -2.59 -2.65 -0.70
C -1.33 -3.42 -0.42
C -1.47 -4.81 -0.49
C -0.44 -5.66 -0.12
C 0.75 -5.10 0.34
C 0.88 -3.72 0.37
C -0.12 -2.81 -0.03
H -0.78 -1.03 -1.82
H -1.79 -0.41 -2.97
H -4.03 -0.25 -2.62
H -6.03 -0.96 -1.38
H -5.85 -2.76 0.34
H -3.64 -3.81 0.74
H -2.41 -5.23 -0.83
H -0.56 -6.73 -0.19
H 1.57 -5.73 0.66
H 1.82 -3.32 0.75
*
```

***

# 8
Entry from the Open Molecules 2025 dataset: a 8-piece molecular cluster, C14H12Cl28O5S overall (ωB97M-V with the def2-TZVPD basis set).

The LUMO energy is -0.239 eV. Its SMILES is CC(=O)OC[C@@H]1CCOS(=O)(=O)C1.ClC(Cl)(Cl)Cl.ClC(Cl)(Cl)Cl.ClC(Cl)(Cl)Cl.ClC(Cl)(Cl)Cl.ClC(Cl)(Cl)Cl.ClC(Cl)(Cl)Cl.ClC(Cl)(Cl)Cl.

Geometry as ORCA input:
```
! RIJCOSX wB97M-V def2-TZVPD def2/J DEFGRID3
* xyz 0 1
C 3.22 -0.12 0.20
C 3.13 0.10 -1.40
O 3.71 1.07 -1.91
O 2.31 -0.83 -2.09
C 1.06 -0.23 -2.52
C 0.13 0.29 -1.33
C -1.00 -0.77 -0.87
C -2.18 -0.09 0.00
O -1.74 1.06 0.78
S -1.33 2.36 -0.20
O -2.45 3.33 -0.43
O -0.11 3.00 0.42
C -0.70 1.61 -1.80
H 2.90 0.81 0.78
H 2.48 -0.94 0.49
H 4.26 -0.45 0.49
H 0.48 -1.03 -3.10
H 1.30 0.59 -3.26
H 0.68 0.60 -0.38
H -1.49 -1.22 -1.80
H -0.48 -1.57 -0.24
H -2.52 -0.87 0.77
H -3.11 0.14 -0.63
H -0.02 2.36 -2.34
H -1.61 1.31 -2.42
Cl -4.26 2.79 2.28
C -4.47 4.55 2.25
Cl -3.06 5.33 2.98
Cl -4.66 5.10 0.57
Cl -5.93 4.98 3.17
Cl -4.05 -2.05 -3.37
C -3.03 -1.92 -4.82
Cl -3.60 -0.58 -5.83
Cl -1.34 -1.62 -4.33
Cl -3.11 -3.44 -5.74
Cl 6.19 1.08 1.68
C 5.94 2.84 1.66
Cl 7.31 3.64 2.46
Cl 5.82 3.41 -0.02
Cl 4.44 3.24 2.52
Cl 5.99 -1.30 4.19
C 4.38 -0.75 4.73
Cl 4.52 0.88 5.43
Cl 3.26 -0.70 3.35
Cl 3.75 -1.87 5.95
Cl -2.41 -6.19 2.35
C -2.69 -4.44 2.29
Cl -1.33 -3.59 3.05
Cl -2.85 -3.92 0.60
Cl -4.19 -4.05 3.17
Cl 4.23 -6.94 3.62
C 3.58 -5.57 4.55
Cl 3.94 -5.79 6.27
Cl 4.31 -4.06 3.98
Cl 1.82 -5.50 4.32
Cl -4.51 1.81 -7.08
C -5.09 3.18 -6.11
Cl -4.67 2.91 -4.40
Cl -4.33 4.68 -6.68
Cl -6.85 3.31 -6.26
*
```

***

In order of appearance, maximum force = 1.49, 3.98, 4.10, 4.72, 2.99, 2.36, 0.30, 5.03 eV/A.